DFT (ωB97M-V with the def2-TZVPD basis set) results for an isolated ion of composition C4H9IN and charge +1.

Geometry (Å):
C 0.26529 -0.60888 -1.19137
C 0.95017 0.31364 -0.29663
C 0.48949 1.68618 0.04207
C -1.47243 -0.84126 0.88950
N 0.11913 -0.83461 0.20566
I 3.10204 -0.00426 0.15349
H -0.59095 -0.37148 -1.86554
H 0.75589 -1.28991 -1.77097
H 0.60952 1.78383 1.12542
H -0.50188 2.03852 -0.09096
H 0.93296 2.37229 -0.58764
H -1.99367 -0.16953 0.08982
H -1.74992 -1.96368 0.85947
H -1.34627 -0.46465 1.78318
H 0.43064 -1.64619 0.65450

Energy above the lowest of the compared OMol25 structures with the same formula, charge and spin ... 2.9769 eV
Charge ... +1
Structure (SMILES) ... C[N@H+]1C[C@]1(C)I
E_HOMO ... -13.8 eV
Calculated total energy ... -13874.92523 eV
Gap between HOMO and LUMO ... 0.355 Eh



DFT (ωB97M-V with the def2-TZVPD basis set) results for one molecule with the formula C5H6O2.

Geometry (Å):
C -0.01558 -0.04026 -1.03822
C -0.17772 0.14814 0.37132
C -0.49774 -0.70341 -2.12375
C 0.85592 1.03946 -0.24480
C -0.40423 -0.42960 1.55388
O -1.29168 -1.51622 1.70064
O 0.05660 -0.09408 2.77480
H 0.03731 -0.54063 -2.98999
H -1.39863 -1.37666 -1.99242
H 1.90008 1.07561 -0.15476
H 0.52069 1.98819 -0.43364
H -1.71149 -1.59854 2.53122
H 0.27320 0.86530 2.96481

Energy above the lowest of the compared OMol25 structures with the same formula, charge and spin ... 3.7364 eV
Structure (SMILES) ... C=C1CC1=C(O)O
E_HOMO ... -8.1 eV
Calculated total energy ... -9373.35924 eV
Gap between HOMO and LUMO ... 0.314 Eh



DFT (ωB97M-V with the def2-TZVPD basis set) results for a 2-piece molecular cluster, C3H6FNOS overall.

Geometry (Å):
C 0.18891 1.93111 -2.02979
C 0.94987 -0.86112 1.23155
C -1.15548 -0.77835 0.40860
N 0.05027 -0.02928 0.62715
O 0.17591 2.60238 -2.98051
F -0.69334 2.16423 -1.00728
S 1.17696 0.58369 -1.67266
H 1.85539 -0.62047 0.86028
H 1.06764 -0.61049 2.30016
H 0.67730 -1.87668 1.08667
H -1.86614 -0.43372 1.22012
H -1.55257 -0.29949 -0.47420
H -0.87472 -1.77181 0.42992

Energy above the lowest of the compared OMol25 structures with the same formula, charge and spin ... 3.8112 eV
E_HOMO (alpha / beta) ... -9.9 / -9.6 eV
Calculated total energy ... -20295.04604 eV
Gap between HOMO and LUMO (alpha / beta) ... 0.333 / 0.274 Eh



DFT (ωB97M-V with the def2-TZVPD basis set) results for C6H8N2 as an isolated structure.

Geometry (Å):
C -2.33500 -0.04430 1.59459
C -1.34066 0.74019 0.64689
C 0.58105 -0.11060 -0.44479
C 1.27129 -1.27690 -0.83613
C 2.48918 -0.79640 -1.28349
C 2.25986 0.77849 -1.43610
H -3.08284 0.70395 2.07273
H -2.89317 -0.99003 1.16399
H -1.64881 -0.49956 2.38674
H -0.83865 1.64831 1.10756
H -1.77928 1.32175 -0.12783
H 0.39834 -2.29601 -0.65213
H 3.13606 -1.54933 -1.81059
H 3.02722 1.57994 -1.74123
N -0.47047 -0.25829 0.23302
N 1.22588 1.04878 -0.87325

Energy above the lowest of the compared OMol25 structures with the same formula, charge and spin ... 4.2130 eV
E_HOMO ... -9.6 eV
Calculated total energy ... -9327.49461 eV
Gap between HOMO and LUMO ... 0.332 Eh



DFT (ωB97M-V with the def2-TZVPD basis set) results for one molecule with the formula C3HCl3NP.

Geometry (Å):
C -0.06017 0.81220 0.34799
C -0.02299 -0.35074 1.07735
C -0.24172 0.64618 -1.05929
N -0.29711 -0.75931 -1.43495
P -0.52185 -1.70691 -0.10251
Cl 0.39523 2.37187 0.86750
Cl 0.34258 -0.44340 2.77303
Cl -0.25419 1.77123 -2.30445
H 0.66021 -2.34112 -0.16467

Energy above the lowest of the compared OMol25 structures with the same formula, charge and spin ... 0.5586 eV
Structure (SMILES) ... Clc1n[pH]c(Cl)c1Cl
E_HOMO (alpha / beta) ... -9.4 / -9.4 eV
Calculated total energy ... -51471.69715 eV
Gap between HOMO and LUMO (alpha / beta) ... 0.314 / 0.314 Eh



DFT (ωB97M-V with the def2-TZVPD basis set) results for a 2-piece molecular cluster, C4H8O8S2 overall.

Geometry (Å):
C 0.75826 1.45064 1.96117
C 2.20440 2.00540 1.80973
O 2.72343 1.13268 0.80310
S 2.20024 -0.37930 1.05684
O 2.92856 -0.99759 2.13666
O 1.82493 -1.03947 -0.18592
O 0.74478 0.13136 1.60909
H 0.13593 2.02320 1.27343
H 0.36347 1.61812 2.96326
H 2.72435 1.79527 2.74439
H 2.25977 3.08370 1.66038
C -1.75139 0.11385 -1.46249
C -1.60097 -0.94487 -0.45091
O -1.99725 -2.12830 -1.09273
S -1.98035 -2.06170 -2.76005
O -3.06597 -2.87325 -3.32893
O -0.63894 -2.05999 -3.38743
O -2.44423 -0.48826 -2.53631
H -0.73666 0.25732 -1.83374
H -2.11079 1.12167 -1.25456
H -2.00971 -0.72215 0.53470
H -0.53194 -1.03841 -0.25978

Energy above the lowest of the compared OMol25 structures with the same formula, charge and spin ... 1.8662 eV
Structure (SMILES) ... O=S1(=O)OCCO1.O=S1(=O)OCCO1
E_HOMO ... -10.8 eV
Calculated total energy ... -42324.48508 eV
Gap between HOMO and LUMO ... 0.407 Eh